{"formula": "C41H98N6O8", "method": "ωB97M-V/def2-TZVPD", "species": ["C", "C", "C", "C", "C", "C", "C", "C", "C", "N", "O", "H", "H", "H", "H", "H", "H", "H", "H", "H", "H", "H", "H", "H", "H", "H", "H", "H", "H", "H", "C", "C", "C", "C", "C", "C", "C", "C", "C", "N", "O", "H", "H", "H", "H", "H", "H", "H", "H", "H", "H", "H", "H", "H", "H", "H", "H", "H", "H", "H", "C", "C", "C", "C", "C", "C", "C", "C", "C", "N", "O", "H", "H", "H", "H", "H", "H", "H", "H", "H", "H", "H", "H", "H", "H", "H", "H", "H", "H", "H", "C", "O", "C", "C", "C", "N", "H", "H", "H", "H", "H", "H", "H", "H", "H", "H", "H", "C", "O", "C", "C", "C", "N", "H", "H", "H", "H", "H", "H", "H", "H", "H", "H", "H", "C", "O", "C", "C", "C", "N", "H", "H", "H", "H", "H", "H", "H", "H", "H", "H", "H", "C", "O", "H", "H", "H", "H", "C", "O", "H", "H", "H", "H"], "xyz": [[-15.8499, 18.7239, -0.3855], [-15.3429, 17.2753, -0.4801], [-14.8035, 16.6590, 0.8204], [-16.5943, 16.4856, -0.9556], [-16.2695, 15.0990, -1.5046], [-15.2396, 15.3013, -2.6064], [-13.9842, 16.0166, -2.2066], [-13.0067, 15.0627, -1.4585], [-13.2848, 16.4631, -3.5249], [-14.3137, 17.2730, -1.5277], [-13.2049, 18.0376, -1.1549], [-16.8330, 18.7727, 0.0867], [-15.1109, 19.3426, 0.1264], [-16.0103, 19.1516, -1.3747], [-13.8525, 17.0557, 1.1762], [-15.5904, 16.8262, 1.5651], [-14.6326, 15.5818, 0.8245], [-17.2800, 16.5004, -0.1055], [-17.1103, 16.9555, -1.7974], [-15.9072, 14.3848, -0.7540], [-17.2103, 14.6333, -1.8049], [-15.7495, 15.8906, -3.3788], [-15.0486, 14.3319, -3.0762], [-13.5991, 14.5767, -0.6774], [-12.2725, 15.6181, -0.8739], [-12.5738, 14.2690, -2.0628], [-13.9445, 16.9303, -4.2645], [-13.1178, 15.5145, -4.0579], [-12.3557, 17.0269, -3.5110], [-13.0687, 18.6495, -1.8866], [-19.2348, 13.3780, 1.0490], [-18.6384, 12.3343, 1.9765], [-17.1530, 12.1913, 1.7028], [-18.8342, 12.8252, 3.4138], [-20.3090, 12.8937, 3.8514], [-20.8266, 11.4656, 3.8863], [-20.5278, 10.7072, 2.5748], [-20.6900, 9.1956, 2.8719], [-21.6181, 11.0578, 1.5675], [-19.1828, 10.9551, 2.0029], [-19.0432, 10.2361, 0.7947], [-18.7468, 13.3493, 0.0657], [-20.2830, 13.2079, 0.8094], [-19.1178, 14.4308, 1.3086], [-16.6659, 13.1430, 1.4795], [-16.7063, 11.6456, 2.5413], [-16.7571, 11.5434, 0.9082], [-18.2574, 12.3003, 4.1789], [-18.4900, 13.8618, 3.4983], [-20.4475, 13.4344, 4.7867], [-20.8848, 13.4525, 3.1057], [-21.8821, 11.4151, 4.1565], [-20.2769, 10.9712, 4.6952], [-21.0317, 8.6113, 2.0116], [-21.4266, 9.0273, 3.6579], [-19.7785, 8.6556, 3.1503], [-22.5935, 10.7538, 1.9691], [-21.5209, 10.6147, 0.5812], [-21.7708, 12.1400, 1.5811], [-18.5860, 9.4447, 1.1013], [-13.6151, 10.5718, -0.9773], [-12.6689, 9.9768, 0.0841], [-12.8914, 8.4697, 0.1390], [-11.2095, 10.1881, -0.3340], [-10.7705, 11.6258, 0.0167], [-11.0423, 12.0197, 1.4726], [-12.4867, 11.7923, 1.9480], [-12.4880, 11.7227, 3.4720], [-13.3611, 12.9555, 1.4081], [-12.9806, 10.5274, 1.3863], [-14.2814, 10.2940, 1.8592], [-13.7489, 11.6506, -1.0949], [-13.2789, 10.3452, -2.0001], [-14.6141, 10.1368, -0.8958], [-12.3207, 8.0517, 0.9679], [-13.9333, 8.1475, 0.2429], [-12.6352, 8.0013, -0.8165], [-10.5312, 9.4531, 0.0977], [-11.2129, 10.0801, -1.4174], [-9.6838, 11.7091, -0.0820], [-11.1783, 12.3040, -0.7353], [-10.7800, 13.0802, 1.5308], [-10.3019, 11.5348, 2.1135], [-12.0858, 10.7725, 3.8182], [-13.5208, 11.8507, 3.8000], [-11.9015, 12.5597, 3.8510], [-12.9820, 13.2529, 0.4342], [-13.4557, 13.8504, 2.0363], [-14.4105, 12.6522, 1.4255], [-14.2131, 9.5101, 2.4172], [-18.6715, 15.8692, -7.3306], [-18.5731, 14.5182, -7.7385], [-17.7519, 13.6961, -6.8608], [-18.2359, 12.2724, -7.0686], [-18.1782, 11.4080, -5.7775], [-17.6476, 11.6025, -8.2215], [-17.9732, 16.4774, -7.9184], [-18.5226, 16.0595, -6.2674], [-19.6624, 16.2053, -7.6448], [-16.7844, 13.7443, -7.3679], [-17.8676, 14.0577, -5.8421], [-19.3331, 12.3151, -7.1431], [-17.1576, 11.0350, -5.6373], [-18.8077, 10.5208, -5.8438], [-18.4740, 12.0512, -4.9515], [-17.8461, 10.6112, -8.1523], [-18.1337, 11.9507, -9.0419], [-22.3785, 9.7176, -3.4309], [-22.3391, 8.4160, -2.8863], [-21.0861, 7.7844, -2.9913], [-21.0502, 6.5086, -2.1582], [-21.0700, 6.9381, -0.6833], [-19.8021, 5.7798, -2.4042], [-23.4043, 10.0484, -3.5608], [-21.8150, 9.7552, -4.3673], [-21.8989, 10.4133, -2.7329], [-20.8762, 7.6284, -4.0615], [-20.2497, 8.4351, -2.6860], [-21.9900, 5.9756, -2.2979], [-21.1728, 6.0438, -0.0597], [-21.9878, 7.4941, -0.4847], [-20.1568, 7.4165, -0.3358], [-19.0944, 6.4607, -2.6673], [-19.9231, 5.2080, -3.2371], [-14.2216, 12.2147, -6.6446], [-13.3347, 11.2816, -6.0688], [-13.8521, 10.4138, -5.1051], [-12.6711, 9.6779, -4.4309], [-11.5406, 10.6533, -4.1697], [-12.2560, 8.4726, -5.1618], [-14.7266, 11.7644, -7.5058], [-13.6743, 13.1190, -6.8996], [-15.0083, 12.4159, -5.9027], [-14.4472, 10.9478, -4.3566], [-14.4735, 9.6290, -5.5542], [-12.9722, 9.1970, -3.4907], [-11.8964, 11.6340, -3.8504], [-11.0220, 10.8402, -5.1171], [-10.7407, 10.2702, -3.5324], [-12.1374, 8.7340, -6.1423], [-11.3379, 8.1598, -4.8670], [-17.2997, 7.8311, -0.4338], [-16.3184, 6.8792, -0.7582], [-18.0066, 8.1780, -1.1959], [-17.8340, 7.4738, 0.4456], [-16.8764, 8.8123, -0.1627], [-15.9568, 7.0818, -1.6266], [-17.2542, 10.8814, -2.4022], [-17.7010, 12.0579, -1.7512], [-17.9003, 9.9930, -2.4372], [-16.9241, 11.0034, -3.4298], [-16.4140, 10.5299, -1.7851], [-17.8557, 11.7404, -0.8487]], "lowdin_charge": [-0.037, -0.494, -0.013, -0.135, -0.181, -0.147, -0.493, -0.018, -0.039, -0.129, -0.009, 0.080, 0.079, 0.085, 0.086, 0.088, 0.048, 0.113, 0.122, 0.098, 0.099, 0.121, 0.124, 0.028, 0.090, 0.078, 0.080, 0.076, 0.078, 0.106, -0.017, -0.496, -0.040, -0.139, -0.174, -0.145, -0.489, -0.034, -0.042, -0.081, -0.021, 0.064, 0.069, 0.092, 0.083, 0.088, 0.070, 0.122, 0.120, 0.113, 0.102, 0.122, 0.120, 0.065, 0.083, 0.085, 0.090, 0.082, 0.066, 0.073, -0.012, -0.504, -0.032, -0.113, -0.163, -0.132, -0.496, -0.031, -0.024, -0.115, -0.016, 0.083, 0.047, 0.057, 0.092, 0.069, 0.090, 0.121, 0.087, 0.110, 0.098, 0.122, 0.118, 0.087, 0.078, 0.087, 0.040, 0.088, 0.061, 0.112, -0.119, -0.206, -0.162, -0.441, -0.061, 0.051, 0.083, 0.080, 0.084, 0.121, 0.116, 0.132, 0.054, 0.075, 0.074, 0.070, 0.079, -0.099, -0.186, -0.243, -0.415, -0.068, 0.050, 0.087, 0.081, 0.086, 0.124, 0.114, 0.144, 0.079, 0.078, 0.049, 0.058, 0.073, -0.087, -0.202, -0.206, -0.435, -0.073, 0.030, 0.082, 0.091, 0.071, 0.111, 0.126, 0.109, 0.079, 0.082, 0.069, 0.074, 0.068, -0.190, -0.086, 0.053, 0.085, 0.061, 0.083, -0.145, -0.114, 0.066, 0.047, 0.054, 0.031], "smiles": "CC1(C)CCCC(C)(C)N1O.CC1(C)CCCC(C)(C)N1O.CC1(C)CCCC(C)(C)N1O.COC[C@H](C)N.COC[C@H](C)N.COC[C@H](C)N.CO.CO", "relative_energy_ev": 0.116, "homo_energy_ev": -8.03}